Formula: C24H36IrN6O5PS
Source: the Open Molecules 2025 dataset
Level of theory: ωB97M-V/def2-TZVPD

## Properties
HOMO level (spin up / spin down)	-13.4 / -13.6	eV
max |F|	0.44	eV/Å
E_LUMO (spin up / spin down)	-5.46 / -7.68	eV
⟨S²⟩	6.051

```
! wB97M-V def2-TZVPD RIJCOSX def2/J DEFGRID3
* xyz 2 5
Ir 0.404 -0.279 0.306
C 6.675 3.989 -1.489
C 5.822 2.778 -1.243
C 6.087 1.572 -1.890
C 5.321 0.446 -1.646
C 4.272 0.540 -0.737
C 3.987 1.730 -0.066
C 4.764 2.838 -0.331
S 3.288 -0.847 -0.448
O 2.780 -0.814 0.916
O 3.892 -2.028 -0.972
N 1.828 -0.545 -1.240
C 1.493 -0.902 -2.477
C 2.362 -1.229 -3.538
C 1.844 -1.549 -4.786
C 0.481 -1.565 -5.009
C -0.437 -1.270 -3.958
C -1.835 -1.310 -4.112
C -2.637 -1.045 -3.030
C -2.041 -0.753 -1.799
N -0.730 -0.701 -1.633
C 0.065 -0.944 -2.697
H 7.316 3.858 -2.357
H 7.313 4.181 -0.624
H 6.059 4.875 -1.642
H 6.914 1.513 -2.586
H 5.549 -0.497 -2.124
H 3.186 1.770 0.660
H 4.562 3.768 0.186
H 3.430 -1.225 -3.372
H 2.521 -1.790 -5.595
H 0.092 -1.816 -5.987
H -2.264 -1.556 -5.076
H -3.714 -1.067 -3.111
H -2.645 -0.552 -0.923
C -1.142 4.050 -1.326
N -1.323 4.049 0.123
C -1.751 5.326 0.688
P -1.327 2.691 1.018
O -0.480 1.671 0.277
N -2.884 2.223 1.273
C -3.903 2.479 0.258
C -3.116 0.998 2.037
N -0.740 2.931 2.519
C 0.708 3.034 2.696
C -1.506 3.400 3.671
H -2.089 4.211 -1.849
H -0.708 3.109 -1.651
H -0.462 4.858 -1.602
H -2.714 5.638 0.275
H -1.015 6.099 0.462
H -1.853 5.258 1.769
H -3.713 3.423 -0.244
H -4.880 2.540 0.738
H -3.944 1.685 -0.498
H -2.408 0.926 2.861
H -3.012 0.101 1.412
H -4.127 1.014 2.444
H 1.225 2.630 1.828
H 1.012 2.462 3.574
H 1.015 4.074 2.833
H -2.572 3.349 3.471
H -1.244 4.431 3.922
H -1.279 2.776 4.538
N -0.777 -3.828 3.464
C -0.473 -2.395 3.814
C -0.328 -1.638 2.504
O -0.012 -0.432 2.552
O -0.509 -2.289 1.443
H -1.672 -4.149 3.831
H -0.052 -4.469 3.787
H -0.796 -3.828 2.421
H 0.457 -2.347 4.373
H -1.270 -1.978 4.423
*
```


Formula: C24H36N4O2
Source: the Open Molecules 2025 dataset
Level of theory: ωB97M-V/def2-TZVPD

## Properties
HOMO level	-7.7	eV
max |F|	0.64	eV/Å
E_LUMO	0.80	eV

```
! wB97M-V def2-TZVPD RIJCOSX def2/J DEFGRID3
* xyz 0 1
C 4.777 2.039 -2.774
C 4.270 0.663 -3.090
C 4.985 -0.147 -3.959
C 4.525 -1.398 -4.328
C 3.317 -1.849 -3.830
C 2.594 -1.062 -2.953
C 3.061 0.190 -2.558
N 2.328 1.023 -1.693
C 0.893 0.831 -1.629
C 0.265 2.079 -0.991
N 0.769 2.355 0.345
C 2.216 2.431 0.282
C 2.863 1.193 -0.353
H 3.944 1.316 -0.400
H 2.645 0.302 0.262
H 2.624 2.610 1.275
H 2.453 3.299 -0.342
C 0.166 1.483 1.354
C 0.977 1.284 2.635
C 0.190 0.355 3.558
C -1.195 0.930 3.861
N -1.905 1.192 2.631
C -2.955 0.521 2.119
O -3.377 0.745 0.994
C -3.646 -0.532 2.975
H -3.591 -0.325 4.042
C -3.043 -1.915 2.670
N -3.028 -2.174 1.245
C -1.898 -1.908 0.558
O -0.859 -1.607 1.129
C -1.939 -1.959 -0.955
C -3.167 -2.630 -1.550
C -4.390 -2.127 -0.799
C -4.280 -2.588 0.646
H -5.099 -2.167 1.233
H -4.354 -3.684 0.697
H -5.313 -2.511 -1.235
H -4.414 -1.036 -0.822
H -3.237 -2.396 -2.613
H -3.093 -3.716 -1.448
H -1.016 -2.432 -1.297
H -1.905 -0.912 -1.272
H -2.008 -1.955 3.017
H -3.621 -2.698 3.170
H -4.698 -0.524 2.680
C -1.182 2.104 1.768
H -1.806 2.303 0.897
H -1.006 3.044 2.299
H -1.750 0.244 4.498
H -1.086 1.884 4.393
H 0.731 0.201 4.494
H 0.072 -0.608 3.058
H 1.942 0.824 2.421
H 1.148 2.247 3.123
H -0.044 0.483 0.949
H -0.818 1.963 -0.954
H 0.500 2.948 -1.613
H 0.506 0.707 -2.643
H 0.619 -0.055 -1.032
H 1.660 -1.434 -2.561
H 2.937 -2.820 -4.117
H 5.099 -2.009 -5.009
H 5.917 0.221 -4.367
H 5.292 2.454 -3.638
H 5.485 2.020 -1.945
H 3.948 2.690 -2.506
*
```


Formula: C24H36O18
Source: the Open Molecules 2025 dataset
Level of theory: ωB97M-V/def2-TZVPD

## Properties
HOMO level	-10.3	eV
max |F|	2.72	eV/Å
E_LUMO	0.04	eV

```
! wB97M-V def2-TZVPD RIJCOSX def2/J DEFGRID3
* xyz 0 1
C -0.181 0.658 -0.632
C -0.644 -0.764 -0.331
C -1.483 -1.510 -1.356
O -0.803 -2.751 -1.461
C 0.420 -2.743 -0.817
O 1.255 -3.571 -0.967
O 0.459 -1.640 -0.079
H 0.506 0.949 0.158
H -1.059 1.298 -0.627
H 0.379 0.723 -1.565
H -1.145 -0.736 0.639
H -1.468 -1.020 -2.331
H -2.518 -1.576 -1.027
C -1.932 5.982 -2.743
C -2.877 5.058 -2.004
C -4.204 4.740 -2.722
O -4.311 3.351 -2.765
C -3.143 2.793 -2.425
O -2.825 1.656 -2.564
O -2.309 3.727 -1.948
H -0.919 5.825 -2.388
H -2.330 6.998 -2.722
H -1.945 5.781 -3.819
H -3.002 5.387 -0.969
H -3.973 5.114 -3.735
H -5.155 5.222 -2.507
C -0.915 -1.230 4.067
C -1.682 -0.385 5.069
C -1.671 1.087 4.684
O -2.803 1.068 3.764
C -3.633 0.069 4.093
O -4.711 -0.095 3.627
O -3.100 -0.645 5.144
H -1.001 -0.982 3.009
H -1.265 -2.264 4.123
H 0.136 -1.181 4.348
H -1.352 -0.534 6.095
H -0.827 1.445 4.108
H -1.962 1.702 5.536
C 1.700 5.564 -0.203
C 1.372 4.970 1.162
C -0.033 5.421 1.689
O -0.618 4.205 2.160
C 0.155 3.171 1.840
O -0.017 2.050 2.221
O 1.249 3.558 1.150
H 1.035 5.334 -1.027
H 2.705 5.190 -0.418
H 1.805 6.640 -0.056
H 2.153 5.184 1.894
H -0.689 5.935 0.990
H 0.185 6.099 2.515
C 0.015 -9.478 -1.252
C -0.135 -8.056 -1.760
C 0.780 -7.039 -1.001
O 1.804 -6.778 -1.962
C 1.390 -7.139 -3.182
O 2.003 -6.838 -4.170
O 0.327 -7.906 -3.113
H -0.789 -9.794 -0.595
H 0.975 -9.669 -0.770
H 0.106 -10.083 -2.162
H -1.195 -7.809 -1.752
H 1.299 -7.599 -0.229
H 0.186 -6.241 -0.561
C 3.669 0.448 -1.595
C 3.504 -0.049 -0.159
C 3.510 -1.569 -0.062
O 4.892 -1.800 0.067
C 5.505 -0.771 0.639
O 6.615 -0.733 1.058
O 4.614 0.283 0.694
H 4.096 1.460 -1.563
H 2.737 0.602 -2.137
H 4.407 -0.036 -2.239
H 2.608 0.462 0.179
H 3.098 -2.050 -0.950
H 2.973 -2.142 0.700
*
```